15
Properties=species:S:1:pos:R:3 method="wB97M-V/def2-TZVPD" gap_ev=9.3 energy_ha=-564.095259 charge=+1 e_above_lowest_kj_mol=221.20 molar_mass_g_mol=211.03
C -0.16 -0.40 1.15
C 0.54 1.71 0.20
C -1.40 -1.05 -1.05
C 1.55 1.32 -0.59
N 0.18 0.84 1.23
N -0.66 -1.23 0.21
I 3.02 0.16 0.05
H 0.15 -0.99 2.03
H -0.12 2.57 -0.08
H -0.84 -0.59 -1.77
H -2.49 -0.82 -0.82
H -1.41 -2.15 -1.57
H 1.52 1.71 -1.64
H 0.66 1.14 2.11
H -0.56 -2.21 0.54